(1)
Formula: C72H58AsF22O13S3
Source: OMol25
Level of theory: the ωB97M-V functional and the def2-TZVPD basis

Computed properties:
LUMO level ... 0.04 eV
Maximum force ... 6.2 eV/Å

Geometry as ORCA input:
```
! RIJCOSX wB97M-V def2-TZVPD def2/J DEFGRID3
* xyz -1 1
As -0.8155 -0.5083 0.2144
F -1.5905 -1.3569 1.5261
F -2.3463 -0.4590 -0.7676
F 0.0428 0.3174 -1.0897
F 0.6404 -0.5721 1.3056
F -0.4091 -2.1292 -0.5045
F -1.2690 0.9980 1.0782
C 3.3459 -1.3112 0.1638
C 3.9451 -2.2360 -0.9933
C 3.5257 -3.7380 -0.7694
F 3.8672 -4.6704 -1.7876
F 3.9370 -4.2110 0.3945
F 3.3521 -1.8311 -2.1478
F 5.2892 -1.9312 -1.0227
O 3.9605 -1.5712 1.5081
C 3.9496 -0.6136 2.4430
C 5.2379 0.1710 2.5013
F 5.6576 0.8446 1.3933
F 5.0578 1.1401 3.4423
F 2.9168 0.1706 2.4556
F 3.9383 -1.4300 3.5162
H 2.2744 -1.5030 0.1070
H 3.5898 -0.2926 -0.1378
H 2.4403 -3.8205 -0.7133
H 6.0521 -0.3734 2.9798
C -4.1128 0.0360 2.6316
C -5.3013 -0.8117 2.2281
C -4.8636 -2.2589 1.7598
F -4.3207 -2.9367 2.6632
F -5.8768 -3.0077 1.3779
F -5.9900 -1.2063 3.3386
F -6.1335 -0.1952 1.2917
O -4.6250 1.2142 3.3640
C -4.4770 2.5058 2.7846
C -4.8178 3.5834 3.6734
F -4.2132 3.6673 4.8134
F -4.9454 4.7440 3.0320
F -3.2291 2.7528 2.4499
F -5.2369 2.4069 1.7166
H -3.5559 0.2200 1.7129
H -3.4796 -0.4669 3.3626
H -4.1802 -2.2362 0.9109
H -5.7981 3.2017 3.9586
C 0.5148 -2.5218 -3.4557
S -0.4872 -3.9757 -4.0593
O -0.6240 -3.8959 -5.5216
C 0.6534 -5.2561 -3.6148
H 0.8492 -2.7788 -2.4506
H -0.0839 -1.6138 -3.3842
H 1.4298 -2.2505 -3.9823
H 0.7642 -5.4130 -2.5418
H 1.6603 -5.0515 -3.9787
H 0.3558 -6.2434 -3.9681
C -3.8509 -2.3449 -2.5475
S -5.2557 -3.2591 -3.1758
O -4.8373 -4.7199 -3.2159
C -6.2645 -2.7742 -1.6993
H -4.0246 -1.3065 -2.8299
H -2.9545 -2.7519 -3.0153
H -3.6222 -2.3733 -1.4822
H -6.2454 -3.6366 -1.0330
H -7.2935 -2.6284 -2.0278
H -5.8220 -1.9920 -1.0825
C -3.0417 2.1199 -2.7542
S -3.0033 3.9003 -2.5827
O -1.7559 4.1616 -3.3617
C -2.3768 3.9349 -0.8303
H -4.0667 1.8253 -2.5287
H -2.3164 1.5206 -2.2040
H -2.9912 1.9904 -3.8353
H -2.8390 3.1296 -0.2593
H -2.6697 4.7850 -0.2142
H -1.2906 3.9160 -0.9196
C 0.9871 -4.8872 3.9604
C 0.8621 -4.1947 2.6551
C -0.1320 -4.7229 1.7973
C -0.9649 -5.8375 2.0516
C -0.7004 -6.5708 3.2345
C 0.2917 -6.0889 4.1299
C -1.5896 -7.6525 3.7189
O -1.3286 -8.2417 4.7721
C -2.9168 -7.7121 3.0501
C -3.9325 -8.4520 3.5833
C -5.1434 -8.6843 2.8822
C -5.4018 -7.8772 1.7683
C -4.4165 -7.1846 1.1707
C -3.2252 -7.0365 1.8374
C -2.0866 -6.1759 1.1421
O -2.2389 -5.6453 0.0280
H 1.6501 -4.5236 4.7315
H 1.3636 -3.2604 2.4506
H -0.2753 -4.2096 0.8580
H 0.6279 -6.6040 5.0177
H -3.7141 -8.9876 4.4954
H -5.9081 -9.3939 3.1615
H -6.3435 -8.0608 1.2724
H -4.6637 -6.6596 0.2598
C 7.6692 5.3931 -2.7154
C 7.8409 4.0765 -2.1994
C 6.7879 3.3631 -1.6631
C 5.4966 3.9328 -1.5032
C 5.3206 5.2644 -1.9372
C 6.4329 6.0051 -2.5336
C 4.0522 5.9680 -1.6808
O 3.7422 7.1314 -2.0630
C 3.0641 5.2515 -0.8326
C 2.0095 6.0457 -0.3018
C 1.0120 5.3725 0.4397
C 1.0499 4.0207 0.7006
C 2.0707 3.3003 0.1722
C 3.1238 3.9154 -0.5852
C 4.3282 3.1575 -0.9553
O 4.4061 1.9056 -0.7622
H 8.5115 6.0394 -2.9134
H 8.8303 3.6476 -2.1401
H 7.0888 2.3525 -1.4298
H 6.2317 7.0362 -2.7840
H 1.8549 7.0886 -0.5364
H 0.1371 5.9582 0.6805
H 0.3230 3.4508 1.2603
H 2.1991 2.2616 0.4386
C 1.6386 4.5567 -4.3608
C 0.7572 3.5589 -4.8484
C 0.2876 3.7849 -6.0838
C 0.5279 4.8950 -6.8546
C 1.5582 5.8673 -6.4933
C 2.0496 5.6703 -5.1828
C 1.9844 7.0464 -7.3928
O 2.8435 7.7943 -6.9161
C 1.2673 7.3071 -8.6824
C 1.4892 8.3236 -9.5677
C 0.7882 8.4864 -10.7885
C -0.2687 7.6612 -11.1195
C -0.5009 6.5705 -10.2703
C 0.2371 6.3688 -9.0724
C -0.1772 5.2258 -8.1050
O -1.1182 4.5723 -8.4941
H 2.2232 4.3381 -3.4793
H 0.5484 2.5971 -4.4038
H -0.3590 3.0460 -6.5335
H 2.8065 6.2901 -4.7255
H 2.2820 9.0323 -9.3787
H 1.0023 9.3590 -11.3877
H -0.7931 7.8402 -12.0465
H -1.3075 5.8794 -10.4655
C -1.1136 1.3200 5.6631
C 0.1490 1.5137 5.1546
C 1.1401 0.5971 5.4262
C 0.9422 -0.5468 6.2206
C -0.3483 -0.7917 6.7425
C -1.3792 0.1035 6.3669
C -0.7084 -1.9967 7.5436
O -1.8936 -2.3391 7.8784
C 0.4252 -3.0009 7.7083
C 0.1593 -4.3112 8.2823
C 1.1525 -5.3021 8.4085
C 2.4400 -5.0361 7.9407
C 2.6275 -3.7990 7.3063
C 1.6544 -2.8094 7.1704
C 2.0361 -1.4620 6.5650
O 3.2214 -1.1654 6.4164
H -1.8880 2.0266 5.4035
H 0.4889 2.3062 4.5043
H 2.1639 0.6987 5.0978
H -2.4170 -0.0220 6.6383
H -0.8315 -4.5735 8.6228
H 1.0235 -6.2394 8.9293
H 3.2492 -5.7513 7.9363
H 3.6123 -3.5575 6.9344
*
```

Atomic partial charges in e from the Mulliken method, atoms 1 to 5: 2.155 -0.380 -0.341 -0.477 -0.512

=====

(2)
Formula: C21H40F3N5O4
Source: OMol25
Level of theory: the ωB97M-V functional and the def2-TZVPD basis

Computed properties:
LUMO level (spin up / spin down) ... -1.09 / -1.09 eV
<S²> ... 2.009
Maximum force ... 6.5 eV/Å

Geometry as ORCA input:
```
! RIJCOSX wB97M-V def2-TZVPD def2/J DEFGRID3
* xyz 0 3
N -3.2066 0.5337 5.5592
C -1.8366 0.3514 5.1068
N -0.7225 0.2717 5.9987
C -1.0283 -0.4361 7.2226
F -1.4065 0.4717 8.1875
F 0.1488 -1.0024 7.6744
F -1.8986 -1.4624 7.0682
N -1.6048 0.3022 3.8343
C -0.2175 0.1517 3.2617
O 0.4352 -0.8375 3.5756
O 0.2350 1.0196 2.4329
H -3.5576 1.3986 5.1328
H -3.7407 -0.2251 5.1185
H -0.3824 1.2217 6.1899
H -2.3641 0.3866 3.1467
C 4.2754 1.1473 -1.9333
C 3.1414 1.9749 -2.5769
C 3.6029 3.4293 -2.7698
C 3.6506 4.2249 -1.4699
C 2.3147 4.1455 -0.7384
C 1.8354 2.7020 -0.5064
N 1.9022 1.8669 -1.7508
O 0.8755 2.2132 -2.5326
C 2.6758 2.0574 0.6193
C 0.4156 2.7433 0.0913
C 2.9755 1.3314 -3.9689
H 4.7164 1.6105 -1.0540
H 3.9261 0.1487 -1.6591
H 5.1052 1.0172 -2.6332
H 2.9280 3.9429 -3.4643
H 4.5914 3.4482 -3.2388
H 4.4617 3.8647 -0.8305
H 3.8825 5.2707 -1.6923
H 2.3977 4.6692 0.2183
H 1.5669 4.6956 -1.3218
H 2.5005 0.9807 0.6744
H 2.4061 2.4727 1.5913
H 3.7469 2.2308 0.5232
H -0.2935 3.2779 -0.5460
H 0.4110 3.2624 1.0505
H 0.0328 1.7386 0.2639
H 2.6351 0.2957 -3.8859
H 3.9277 1.3240 -4.5041
H 2.2715 1.8738 -4.6024
C -0.4276 -4.0872 -1.1399
C -1.7971 -3.7001 -0.5403
C -2.9260 -4.1477 -1.4852
C -3.0539 -3.2729 -2.7287
C -3.1845 -1.8022 -2.3435
C -2.0565 -1.3186 -1.4165
N -1.8314 -2.2354 -0.2566
O -2.8073 -2.0204 0.6222
C -0.7519 -1.1589 -2.2280
C -2.3778 0.1191 -0.9693
C -1.8759 -4.5489 0.7451
H -0.3011 -3.7939 -2.1795
H 0.3916 -3.6580 -0.5578
H -0.2942 -5.1721 -1.1319
H -3.8837 -4.1320 -0.9522
H -2.7669 -5.1861 -1.7909
H -2.1968 -3.4230 -3.3915
H -3.9350 -3.5792 -3.3000
H -3.2088 -1.1935 -3.2519
H -4.1551 -1.6562 -1.8547
H 0.1070 -1.0118 -1.5680
H -0.8040 -0.2852 -2.8807
H -0.5400 -1.9951 -2.8918
H -3.3428 0.1938 -0.4635
H -2.4300 0.7942 -1.8257
H -1.6054 0.5009 -0.2975
H -1.0987 -4.2585 1.4570
H -1.7341 -5.6071 0.5152
H -2.8439 -4.4700 1.2433
*
```

Atomic partial charges in e from the Mulliken method, atoms 1 to 5: -0.619 0.349 -0.123 0.752 -0.262

=====

(3)
Formula: C12H19Cl2N3OSc
Source: OMol25
Level of theory: the ωB97M-V functional and the def2-TZVPD basis

Computed properties:
LUMO level ... 2.69 eV
Energy relative to the best compared isomer or geometry (same formula, charge and spin) ... 0.00 kcal per mole
Maximum force ... 2.7 eV/Å

Geometry as ORCA input:
```
! RIJCOSX wB97M-V def2-TZVPD def2/J DEFGRID3
* xyz -1 1
Sc -0.2506 1.3809 -0.8738
Cl 0.9050 0.0416 -2.3845
Cl -2.2931 2.3832 -1.4539
C 0.7511 3.1978 -1.3391
H 0.4514 3.9351 -0.5867
H 0.3132 3.4919 -2.3071
C -1.3608 -1.9354 -0.0544
C -1.9520 -0.9586 -0.6712
H -1.0279 -1.8374 0.9858
C -2.4073 -1.0427 -2.1169
H -2.3026 -0.0551 -0.1525
C -2.4073 -2.4820 -2.6580
H -3.3989 -0.5843 -2.2425
H -1.7246 -0.4459 -2.7434
C -1.1720 -3.2514 -2.1886
H -3.3031 -2.9908 -2.2840
H -2.4632 -2.4763 -3.7545
C -1.1293 -3.2952 -0.6521
H -1.1856 -4.2643 -2.5961
H -0.2672 -2.7468 -2.5468
H -1.9157 -3.9950 -0.3085
H -0.1763 -3.7184 -0.3105
C 0.3893 -0.0498 3.6419
N 1.1872 0.8061 2.7661
C 2.4509 1.2097 3.1161
C 3.1800 1.9569 2.2552
C 2.6502 2.2849 0.9448
N 1.3779 1.8394 0.6595
C 0.6803 1.1381 1.5529
O -0.4933 0.7409 1.2125
N 3.2722 2.9468 0.0075
H 0.9475 -0.1674 4.5708
H 0.2378 -1.0381 3.1862
H -0.5841 0.4098 3.8430
H 2.7658 0.8649 4.1013
H 4.1769 2.3020 2.5049
H 4.2309 3.2043 0.2726
H 1.8473 3.2005 -1.3959
*
```

Atomic partial charges in e from the Mulliken method, atoms 1 to 5: 0.144 -0.521 -0.531 -1.293 0.304

=====

(4)
Formula: C3H5Cl2N2
Source: OMol25
Level of theory: the ωB97M-V functional and the def2-TZVPD basis

Computed properties:
LUMO level ... -4.04 eV
Energy relative to the best compared isomer or geometry (same formula, charge and spin) ... 70.69 kcal per mole
Maximum force ... 3.3 eV/Å

Geometry as ORCA input:
```
! RIJCOSX wB97M-V def2-TZVPD def2/J DEFGRID3
* xyz 1 1
C -2.2935 0.1482 0.0170
C -3.0760 -0.7626 0.0437
C -1.6711 1.4709 0.0550
N -0.4291 1.7266 0.1768
N 0.1559 -0.8403 -0.1314
Cl -3.7580 -2.1613 -0.0278
Cl -2.8906 2.7242 -0.1226
H 0.3231 0.2399 -0.1391
H -0.1313 2.7574 0.1896
H 1.1170 -1.3385 0.0576
H -0.3310 -1.1407 -1.0418
H -0.2883 -1.0901 0.8039
*
```

Atomic partial charges in e from the Mulliken method, atoms 1 to 5: -1.241 1.232 0.712 -0.648 -0.605

=====

Question: What is the maximum force in the second record?
Answer: 6.5 eV/Å